# 1
Formula: C29H43N6O5S
Source: the OMol25 dataset
Level of theory: ωB97M-V/def2-TZVPD

The gap between HOMO and LUMO is 4.767 eV. The HOMO energy is -8.97 eV. The calculation puts the molecular weight at 587.77 g mol⁻¹. Its charge is +1.

Element x y z (Å)
1 C -1.463805 2.748676 3.262469
2 C -1.886158 1.534543 4.016479
3 O -2.919858 0.967794 3.947024
4 O -0.887297 1.108236 4.975886
5 C -0.387594 -0.124538 4.845250
6 O -0.837495 -1.043392 4.209839
7 C 0.908098 -0.285169 5.625082
8 S 1.829955 -1.590596 4.815739
9 O 3.263963 -0.907228 4.838731
10 C 4.312983 -1.631491 4.069792
11 C 5.120924 -0.642524 3.244673
12 N 4.667510 -0.535321 1.861992
13 C 3.374063 0.143400 1.741276
14 C 2.570809 -0.160984 0.447247
15 C 3.247652 -1.114229 -0.529649
16 O 1.263409 -0.656050 0.789957
17 H -0.392114 2.927707 3.299696
18 H -1.970056 3.608951 3.714952
19 H -1.830198 2.651803 2.240388
20 H 0.732276 -0.603580 6.654375
21 H 1.512928 0.624259 5.630075
22 H 1.400120 -1.349959 3.548821
23 H 4.953293 -2.100152 4.818528
24 H 3.861295 -2.409191 3.447436
25 H 5.110146 0.312912 3.792572
26 H 6.147642 -1.014810 3.232655
27 H 5.353638 0.039063 1.383675
28 H 2.732640 -0.119242 2.584572
29 H 3.504606 1.233892 1.801806
30 H 2.382594 0.783898 -0.064599
31 H 2.472338 -1.505847 -1.192448
32 H 3.711276 -1.964688 -0.024844
33 H 3.986809 -0.617739 -1.161312
34 H 1.381152 -1.543562 1.155008
35 N -4.149891 1.481226 7.001901
36 C -5.401874 0.965020 6.796513
37 C -6.210166 1.417771 7.803189
38 C -5.413763 2.239623 8.648163
39 C -4.148232 2.260914 8.127288
40 H -3.358329 1.308578 6.413238
41 H -5.607252 0.325931 5.955330
42 H -7.255193 1.187755 7.922731
43 H -5.731240 2.747636 9.542304
44 H -3.254992 2.760128 8.462350
45 N 1.710019 -0.256382 -3.716216
46 C 2.159477 -1.318886 -4.450440
47 C 2.951299 -0.826385 -5.453754
48 C 2.976662 0.590063 -5.319992
49 C 2.200458 0.910112 -4.238460
50 H 1.102512 -0.320821 -2.920404
51 H 1.880637 -2.328067 -4.200007
52 H 3.457118 -1.414771 -6.202016
53 H 3.503200 1.290247 -5.946620
54 H 1.956682 1.862611 -3.800320
55 N 1.477483 -1.096792 -8.497592
56 C 1.347860 -0.475255 -9.708038
57 C 1.127272 -1.440432 -10.654553
58 C 1.126134 -2.694441 -9.983873
59 C 1.342399 -2.447062 -8.654431
60 H 1.646818 -0.634015 -7.621045
61 H 1.420515 0.595064 -9.793910
62 H 0.980702 -1.265226 -11.707695
63 H 0.974234 -3.669096 -10.416040
64 H 1.410021 -3.114415 -7.812580
65 N 1.129236 -4.921432 -12.895301
66 C -0.156310 -5.376410 -13.004367
67 C -0.124927 -6.555808 -13.698937
68 C 1.234024 -6.821025 -14.022346
69 C 1.982499 -5.794041 -13.512996
70 H 1.405594 -4.071316 -12.440237
71 H -0.978300 -4.825304 -12.580615
72 H -0.979758 -7.161043 -13.949300
73 H 1.616219 -7.667966 -14.566718
74 H 3.042882 -5.611505 -13.536239
75 N -6.103416 5.534187 9.356724
76 C -5.909320 6.872034 9.148648
77 C -6.059256 7.512523 10.349568
78 C -6.358019 6.520768 11.322068
79 C -6.378346 5.312133 10.678782
80 H -6.053623 4.824204 8.647728
81 H -5.683086 7.253789 8.167954
82 H -5.968394 8.572984 10.513425
83 H -6.539353 6.677568 12.371902
84 H -6.566459 4.320182 11.052096

Force components x, y, z for each atom (eV/Å):
C 0.0 0.2 0.1
C -0.9 -0.1 -0.3
O 0.4 0.1 0.2
O 0.6 -0.2 -0.2
C -0.6 -0.4 0.1
O 0.4 0.5 0.1
C -0.1 0.4 0.1
S 0.1 -0.3 0.1
O -0.1 0.0 -0.3
C 0.6 -0.2 0.1
C -0.2 -0.1 0.0
N -0.2 0.2 0.4
C 0.1 0.5 -0.4
C 0.1 -0.3 -0.1
C -0.2 -0.2 0.0
O 0.2 0.1 0.4
H 0.0 -0.1 -0.1
H 0.0 -0.1 -0.1
H 0.1 0.0 0.1
H -0.1 0.0 -0.1
H 0.0 -0.1 -0.1
H 0.0 0.2 0.0
H -0.2 0.0 0.0
H -0.1 0.1 0.0
H 0.1 0.0 0.0
H 0.0 0.1 0.0
H 0.0 -0.3 -0.2
H 0.1 -0.1 0.0
H 0.0 -0.1 0.2
H -0.2 -0.1 0.1
H 0.1 0.1 0.0
H 0.0 0.1 0.0
H 0.1 0.0 0.2
H -0.1 0.0 -0.3
N 0.0 0.0 0.0
C 0.0 0.0 0.0
C 0.0 0.0 0.0
C -0.1 0.0 0.0
C 0.0 0.0 0.0
H 0.0 0.0 0.0
H 0.0 0.0 0.0
H 0.0 0.0 0.0
H 0.0 -0.1 0.1
H 0.0 0.0 0.0
N 0.0 0.0 0.0
C 0.0 0.0 0.0
C 0.0 0.0 0.0
C 0.0 0.0 0.0
C 0.0 0.0 0.0
H -0.1 0.0 0.0
H 0.0 0.0 0.0
H 0.0 0.0 0.0
H 0.0 0.0 0.0
H 0.0 0.0 0.0
N 0.0 0.1 0.0
C 0.0 0.0 0.0
C 0.0 0.0 0.0
C 0.0 0.0 0.0
C 0.0 0.0 0.0
H 0.0 0.0 0.0
H 0.0 0.0 0.0
H 0.0 0.0 0.0
H 0.0 0.0 0.1
H 0.0 0.0 0.0
N 0.0 0.0 0.0
C 0.0 0.0 0.0
C 0.0 0.0 0.0
C 0.0 0.0 0.0
C 0.0 0.0 0.0
H 0.0 0.0 0.0
H 0.0 0.0 0.0
H 0.0 0.0 0.0
H 0.0 0.0 0.0
H 0.0 0.0 0.0
N 0.0 0.0 0.0
C 0.0 0.0 0.0
C 0.0 0.0 0.0
C 0.0 0.0 0.0
C 0.0 0.0 0.0
H 0.0 0.0 0.0
H 0.0 0.0 0.0
H 0.0 0.0 0.0
H 0.0 0.0 0.0
H 0.0 0.0 0.0

Atom charges from the Mulliken analysis, given in e for atoms 1 to 4: number 1, C, carries -1.041; number 2, C, carries 0.670; number 3, O, carries -0.411; number 4, O, carries -0.297

# 2
Formula: C29H44AlBeBrFLiN4O15S
Source: the OMol25 dataset
Level of theory: ωB97M-V/def2-TZVPD

The gap between HOMO and LUMO is 0.861 eV. The HOMO energy is -4.89 eV. The calculation puts the molecular weight at 862.59 g mol⁻¹. As for the energy above the lowest of the compared OMol25 structures with the same formula, charge and spin: 178.7 kJ/mol.

Element x y z (Å)
1 C 2.244282 -2.891341 1.985740
2 C 2.406391 -1.584265 2.782109
3 O 2.667336 -1.608009 3.945152
4 O 2.271241 -0.398770 2.058316
5 C 1.083285 0.305724 2.403501
6 C 0.460750 0.889142 1.102017
7 C -1.013839 0.515441 0.851288
8 C -1.952999 0.589757 2.106751
9 C -2.730739 -0.738868 2.169802
10 C -3.669679 -0.928106 1.175122
11 N -4.356966 -2.084096 1.134944
12 C -4.156059 -3.067672 2.026127
13 C -3.261276 -2.930236 3.053409
14 N -3.049704 -3.953555 4.006385
15 C -2.513114 -1.727162 3.142296
16 C -1.493273 -1.513333 4.240391
17 O -0.502755 -2.192169 4.276635
18 O -1.711489 -0.543031 5.152155
19 H 3.132348 -3.524196 2.083135
20 H 1.388675 -3.416700 2.435236
21 H 2.045285 -2.639165 0.935032
22 H 0.432802 -0.370837 2.969693
23 H 1.322041 1.156677 3.110795
24 H 1.035035 0.453479 0.270187
25 H 0.568611 1.985459 0.984532
26 H -1.457188 1.171121 0.085566
27 H -1.071705 -0.502008 0.433598
28 H -2.700015 1.381851 1.992063
29 H -1.436994 0.782219 3.055524
30 H -3.874897 -0.175104 0.416100
31 H -5.019421 -2.207678 0.379137
32 H -4.710279 -4.002089 1.940638
33 H -2.114365 -3.788984 4.383485
34 H -2.936598 -4.806826 3.453825
35 H -2.359604 0.065787 4.763923
36 O 0.778497 2.656012 -1.732062
37 C 1.603489 3.587759 -1.379068
38 C 3.157498 3.004641 -1.423046
39 O 3.983365 3.884323 -1.081944
40 H 1.480446 4.002691 -0.351319
41 H 1.625345 4.511710 -2.011274
42 H 3.189822 2.605494 -2.508321
43 H 3.160541 2.063263 -0.819621
44 Be 2.579324 3.292924 -4.217660
45 F -1.919016 3.327828 1.674332
46 C -2.564745 4.507976 1.865111
47 C -3.029687 4.824426 3.125294
48 C -3.684425 6.032619 3.318323
49 C -3.872401 6.898383 2.249406
50 C -3.401350 6.560373 0.987434
51 C -2.737094 5.358099 0.792674
52 H -2.879363 4.132239 3.944682
53 H -4.047661 6.298050 4.302212
54 H -4.386510 7.838423 2.400995
55 H -3.550920 7.233509 0.153936
56 H -2.354275 5.080233 -0.181476
57 C -0.999561 -6.754606 5.654057
58 C -1.101594 -6.755390 4.186227
59 N -1.188240 -6.739962 3.038279
60 H -1.163698 -7.768987 6.039374
61 H 0.009566 -6.395095 5.967455
62 H -1.758174 -6.094389 6.084971
63 O 4.804184 3.565391 -6.069015
64 S 5.286471 4.209047 -7.318494
65 O 4.420305 5.357653 -7.635323
66 O 5.268162 3.218248 -8.403724
67 O 6.665322 4.677545 -7.076770
68 Li 1.911708 2.657138 2.586175
69 Al 0.896863 -8.020448 5.578717
70 Br 3.552871 1.647278 4.723574
71 C 1.070405 -4.027509 -6.851738
72 O -0.086793 -3.263418 -6.557318
73 C -0.521391 -3.388756 -5.210031
74 C -0.370129 -2.066242 -4.480649
75 N 1.035702 -1.746321 -4.266218
76 C 1.264758 -0.385891 -3.779731
77 C 0.916315 0.762513 -4.721563
78 O 1.736106 0.838377 -5.870622
79 C 1.308793 0.069563 -6.982424
80 H 1.261195 -3.944069 -7.920460
81 H 1.943525 -3.645172 -6.314157
82 H 0.916653 -5.082451 -6.605786
83 H 0.003519 -4.192817 -4.685160
84 H -1.584132 -3.650773 -5.242048
85 H -0.876387 -2.128912 -3.511284
86 H -0.869751 -1.295878 -5.082345
87 H 1.534593 -1.861096 -5.139460
88 H 2.330419 -0.312367 -3.546519
89 H 0.727210 -0.248854 -2.835663
90 H 1.105058 1.693697 -4.174794
91 H -0.145456 0.779665 -4.994070
92 H 0.220539 -0.024567 -7.025702
93 H 1.772496 -0.920211 -6.968038
94 H 1.650463 0.575741 -7.885119
95 C 2.737520 1.262727 8.238697
96 O 2.642242 0.117138 8.668890
97 O 3.713634 2.029158 8.421722
98 O 1.862708 1.849871 7.552871

Force components x, y, z for each atom (eV/Å):
C -0.3 1.0 -0.3
C 1.0 -0.8 0.5
O -0.4 0.2 -0.4
O -0.6 -0.6 0.1
C 0.1 1.2 -0.2
C -0.1 -0.6 -0.4
C -0.3 0.4 0.3
C -0.6 -1.0 -0.2
C 0.5 1.1 0.6
C -0.1 -0.2 0.1
N 0.2 0.4 -0.3
C -0.5 -1.0 0.2
C 1.1 0.6 0.8
N 0.6 0.0 -1.3
C -0.9 0.5 -0.4
C 0.6 0.0 0.1
O -0.5 -0.3 0.2
O -0.2 -0.3 -1.0
H -0.2 0.3 0.0
H 0.2 0.1 -0.2
H 0.1 -0.4 0.3
H 0.0 0.3 -0.2
H -0.1 -1.6 0.1
H -0.1 0.4 0.2
H 0.0 -0.3 0.1
H 0.4 -0.1 0.1
H 0.2 0.2 0.2
H 0.3 -0.2 0.0
H 0.1 0.0 -0.4
H 0.0 -0.3 0.2
H 0.0 -0.2 0.1
H -0.1 0.4 -0.2
H -0.2 -0.1 0.2
H -0.3 -0.2 0.5
H -0.2 0.0 0.5
O 0.0 0.1 0.2
C -2.0 0.1 -0.5
C 1.7 0.5 2.1
O 0.0 -0.3 -0.2
H 0.3 -0.5 0.4
H 0.6 -0.3 -0.7
H -0.7 0.8 -1.8
H -0.1 -0.2 0.0
Be 1.1 -0.2 -0.1
F 0.1 0.1 0.0
C -0.3 0.6 0.0
C 0.1 -0.3 0.2
C 0.0 0.0 -0.2
C 0.0 0.0 0.0
C 0.0 0.0 0.2
C 0.1 -0.2 -0.3
H 0.0 0.0 0.0
H 0.0 0.0 0.0
H 0.0 0.0 0.0
H 0.0 0.0 0.0
H 0.0 0.0 0.0
C -1.2 0.7 -0.5
C 0.0 -0.1 0.2
N 0.0 0.1 0.2
H -0.4 0.1 0.1
H -0.7 0.8 0.3
H 0.2 0.1 0.1
O -0.8 -0.3 1.1
S 0.0 0.6 0.1
O -0.2 -0.3 -0.1
O 0.1 0.2 -0.2
O -0.1 -0.4 -0.1
Li 1.2 0.1 0.5
Al 2.2 -1.6 -0.3
Br -0.7 0.7 -0.9
C -0.1 0.1 -0.1
O 0.2 -0.2 0.1
C -0.4 0.2 -0.1
C 0.4 0.0 -0.2
N -0.2 0.0 0.1
C 0.3 -0.1 0.0
C 0.0 0.0 0.0
O -0.2 0.0 0.1
C 0.3 0.1 -0.2
H -0.1 0.0 0.0
H 0.0 -0.1 0.0
H 0.1 0.0 0.0
H 0.1 0.1 0.0
H 0.0 0.0 0.0
H 0.0 0.0 0.0
H -0.2 -0.1 0.0
H 0.0 0.0 0.0
H 0.0 0.1 0.0
H -0.1 0.0 0.0
H -0.2 -0.1 0.2
H 0.0 -0.1 -0.1
H 0.0 0.0 0.1
H -0.2 -0.1 0.0
H 0.0 0.0 0.1
C 0.1 -0.1 -0.1
O -0.1 0.0 0.0
O 0.0 0.0 0.0
O -0.1 0.0 0.1

Atom charges from the Mulliken analysis, given in e for atoms 1 to 4: number 1, C, carries -0.914; number 2, C, carries 0.696; number 3, O, carries -0.425; number 4, O, carries -0.238

# 3
Formula: C29H44CdN8SSe
Source: the OMol25 dataset
Level of theory: ωB97M-V/def2-TZVPD

The gap between HOMO and LUMO is 7.194 eV. The HOMO energy is -13.14 eV. The calculation puts the molecular weight at 728.17 g mol⁻¹. Its charge is +2. As for the energy above the lowest of the compared OMol25 structures with the same formula, charge and spin: 0.0 kJ/mol.

Element x y z (Å)
1 Cd -1.422782 0.383100 0.823074
2 C -3.178687 -1.417973 -3.190092
3 C -2.821001 -0.989206 -1.801975
4 N -2.160049 0.052463 -1.482432
5 N -1.665364 0.909836 -2.410000
6 C -1.230502 2.136341 -2.023422
7 N -0.781389 2.919787 -2.998952
8 S -1.260749 2.694777 -0.429786
9 C -3.289918 -1.817959 -0.649014
10 C -3.998769 -2.987801 -0.865454
11 C -4.467665 -3.714069 0.221321
12 C -4.215230 -3.246042 1.493604
13 C -3.482046 -2.076120 1.629059
14 N -3.025960 -1.376541 0.592989
15 H -2.827494 -0.731711 -3.956005
16 H -4.261814 -1.491620 -3.292729
17 H -2.759778 -2.402912 -3.402245
18 H -1.590526 0.634539 -3.380186
19 H -0.804081 2.656414 -3.972161
20 H -0.485857 3.854733 -2.769249
21 H -4.189050 -3.338812 -1.868688
22 H -5.021367 -4.630028 0.066644
23 H -4.567528 -3.767484 2.371806
24 H -3.252115 -1.688800 2.612738
25 C -2.981548 1.703611 3.225924
26 C -3.045565 2.281464 4.663519
27 N -1.730942 2.204148 5.290900
28 C -1.321912 0.806656 5.370476
29 C -1.185008 0.214277 3.944474
30 N -1.599487 1.232345 2.939996
31 C -0.674723 2.393001 3.071666
32 C -0.762846 2.961105 4.510953
33 H -3.227575 2.459250 2.476896
34 H -3.668456 0.866338 3.086702
35 H -3.749586 1.720521 5.277532
36 H -3.376486 3.319571 4.650246
37 H -2.071657 0.266491 5.948611
38 H -0.377926 0.735955 5.910292
39 H -1.790011 -0.683202 3.812590
40 H -0.150539 -0.052627 3.717571
41 H -0.959062 3.138400 2.328136
42 H 0.330010 2.038884 2.832528
43 H -1.069804 4.006707 4.496422
44 H 0.204494 2.909054 5.010512
45 C 2.225424 -4.341553 -0.633734
46 C 2.822770 -3.365856 -1.641534
47 C 1.876955 -3.033310 -2.793481
48 C 0.715902 -2.126639 -2.392578
49 N 1.172487 -0.771393 -2.081249
50 C 1.334315 -0.224844 -0.859773
51 Se 0.827112 -1.031721 0.758029
52 N 1.902307 0.986095 -1.001526
53 C 2.322581 1.906320 0.058245
54 C 3.836654 1.903117 0.238897
55 C 4.378740 0.617964 0.860270
56 C 4.019601 0.466329 2.334423
57 C 2.086863 1.243292 -2.356472
58 C 2.585503 2.355907 -3.025390
59 C 2.580737 2.305407 -4.406892
60 C 2.094894 1.186840 -5.099892
61 C 1.608088 0.076701 -4.432561
62 C 1.618268 0.129856 -3.042130
63 H 2.955447 -4.604112 0.130917
64 H 1.918788 -5.265355 -1.127662
65 H 1.356077 -3.923728 -0.122613
66 H 3.735220 -3.792189 -2.060503
67 H 3.132678 -2.442794 -1.137657
68 H 1.452793 -3.955909 -3.198143
69 H 2.427323 -2.561255 -3.610829
70 H 0.200093 -2.502182 -1.509776
71 H -0.006743 -2.042400 -3.208308
72 H 1.813741 1.595652 0.968499
73 H 1.949657 2.894749 -0.214293
74 H 4.094843 2.753554 0.874924
75 H 4.312687 2.085955 -0.727451
76 H 5.464395 0.617381 0.752771
77 H 4.023344 -0.249601 0.292264
78 H 4.350559 1.337977 2.902452
79 H 4.503494 -0.409885 2.764249
80 H 2.944171 0.346969 2.482220
81 H 2.968454 3.217912 -2.496543
82 H 2.972352 3.142404 -4.968784
83 H 2.124953 1.183362 -6.180978
84 H 1.264823 -0.795876 -4.972197

Force components x, y, z for each atom (eV/Å):
Cd 0.1 -0.1 0.0
C 0.1 0.0 0.0
C 0.0 0.0 0.0
N 0.0 -0.1 0.1
N 0.0 0.1 0.0
C 0.0 0.0 -0.1
N -0.1 0.0 0.0
S 0.1 -0.1 0.1
C -0.1 0.0 0.0
C 0.0 0.0 -0.1
C 0.0 0.0 0.0
C 0.0 0.0 0.1
C 0.0 0.0 -0.1
N 0.0 0.1 0.0
H 0.0 0.0 0.0
H 0.0 0.0 0.0
H 0.0 0.0 0.0
H 0.0 0.0 0.0
H 0.0 0.0 0.0
H 0.0 0.0 0.0
H 0.0 0.0 0.0
H 0.0 0.0 0.0
H 0.0 0.0 0.0
H 0.0 0.0 0.0
C 0.0 0.0 0.0
C 0.0 0.0 0.0
N -0.1 -0.1 0.0
C 0.0 0.0 0.0
C 0.1 0.0 0.0
N 0.0 0.0 0.0
C 0.0 0.0 0.0
C 0.0 0.0 0.0
H 0.0 0.0 0.0
H 0.0 0.0 0.0
H 0.0 0.0 0.0
H 0.0 0.0 0.0
H 0.0 0.0 0.0
H 0.0 0.0 0.0
H -0.1 0.0 0.0
H 0.0 0.0 0.0
H 0.0 0.0 0.0
H 0.0 0.0 0.0
H 0.0 0.0 0.0
H 0.0 0.0 0.0
C 0.0 0.0 0.0
C 0.0 0.0 0.0
C 0.0 0.0 0.0
C 0.0 0.0 0.0
N 0.0 0.0 0.0
C 0.1 0.0 0.0
Se -0.1 0.1 0.0
N 0.0 0.0 0.0
C 0.0 0.0 0.0
C 0.0 0.0 0.0
C 0.0 0.0 0.0
C 0.0 0.0 0.0
C 0.0 0.0 0.0
C 0.0 0.0 0.0
C 0.0 0.0 0.0
C 0.0 0.0 0.0
C 0.0 0.0 0.0
C 0.0 0.0 0.0
H 0.0 0.0 0.0
H 0.0 0.0 0.0
H 0.0 0.0 0.0
H 0.0 0.0 0.0
H 0.0 0.0 0.0
H 0.0 0.0 0.0
H 0.0 0.0 0.0
H 0.0 0.0 0.0
H 0.0 0.0 0.0
H 0.0 0.0 0.0
H 0.0 0.0 0.0
H 0.0 0.0 0.0
H 0.0 0.0 0.0
H 0.0 0.0 0.0
H 0.0 0.0 0.0
H 0.0 0.0 0.0
H 0.0 0.0 0.0
H 0.0 0.0 0.0
H 0.0 0.0 0.0
H 0.0 0.0 0.0
H 0.0 0.0 0.0
H 0.0 0.0 0.0

Atom charges from the Mulliken analysis, given in e for atoms 1 to 4: number 1, Cd, carries 1.919; number 2, C, carries -1.860; number 3, C, carries 0.375; number 4, N, carries -0.223